(1)
The following is a quantum chemistry calculation of a single C5H10O molecule, from the Open Molecules 2025 dataset.

Structure (XYZ):
```
16
Properties=species:S:1:pos:R:3
H -2.31587 -0.96329 1.10422
C -1.36212 0.09968 -0.54782
O 0.22215 -1.42366 0.42464
H -2.23274 0.79171 1.34754
H 2.71874 -0.71214 0.50899
H -1.39978 1.09282 -1.00585
C 2.52104 0.30434 0.14274
H -3.39420 0.10851 0.19899
H 2.64815 0.95877 1.01627
H -1.64529 -0.63681 -1.31025
C 1.14590 0.53213 -0.44857
H 1.03481 1.36185 -1.13502
C 0.05870 -0.19300 -0.16461
C -2.37862 0.00559 0.59898
H 1.06337 -1.66532 0.01863
H 3.31726 0.55381 -0.56414
```

As for the charge: 0. Its energy above the lowest of the compared OMol25 structures with the same formula, charge and spin is 81.8 kJ/mol. For the largest force on an atom, the calculation gives 0.96 eV Å⁻¹. The highest occupied orbital energy comes out at -8.53 eV. Its SMILES is C/C=C(\O)CC. The orbital gap is 0.347 Eh.

(2)
The following is a quantum chemistry calculation of 8 unconnected molecules or ions with the total composition C4H23O8, from the Open Molecules 2025 dataset.

Structure (XYZ):
```
35
Properties=species:S:1:pos:R:3
H -2.11272 25.48132 -1.04946
H -7.46204 24.28084 1.14583
H -5.02700 22.06304 -3.26943
H -3.54541 24.15410 4.52785
H -4.55276 23.20866 1.30920
O -2.85454 21.74544 1.61132
H -4.97429 21.78392 -0.80368
H -4.79732 21.10583 2.68489
H -4.95707 24.68600 2.56571
O -5.62498 25.56087 -0.11777
H -5.69915 21.85407 1.72638
C -3.10991 24.76736 3.73896
H -4.83649 19.71816 -3.82974
H -6.64332 23.12782 0.60534
H -6.42774 19.40254 -3.13927
H -2.49369 25.54039 4.19808
C -4.26213 25.41057 2.99015
H -2.54217 24.04642 3.15073
H -6.55739 21.73818 -2.27481
H -3.46837 22.29903 1.12862
C -5.76076 20.18833 -3.49393
H -1.99252 21.99783 1.28048
H -3.37946 24.79614 -0.58280
H -5.50463 24.75046 0.37718
H -5.77562 25.27221 -1.01789
H -4.84644 26.11760 3.57904
O -4.92944 21.03470 -1.40222
C -5.56994 21.40339 -2.59254
O -5.71859 21.25088 2.46936
O -3.59608 25.93613 1.88930
H -4.18351 26.03503 1.13647
O -2.73862 24.79958 -1.29381
H -6.22200 20.54178 -4.41612
O -4.96423 22.99503 0.44920
O -7.53099 23.36599 0.87283
```

As for the charge: -1. Its energy above the lowest of the compared OMol25 structures with the same formula, charge and spin is 0.0 kJ/mol. For the largest force on an atom, the calculation gives 2.10 eV Å⁻¹. The highest occupied orbital energy comes out at -6.24 eV. The orbital gap is 0.348 Eh.

(3)
The following is a quantum chemistry calculation of a molecular structure, C10H25F6NO9S2V, from the Open Molecules 2025 dataset.

Structure (XYZ):
```
54
Properties=species:S:1:pos:R:3
O -0.54891 1.84067 -0.48534
H 2.22844 1.08397 -1.59043
H 0.72761 -2.73802 -1.73700
O 1.18450 -2.26333 -1.03731
C -2.92508 -0.51675 -1.21522
H 2.29403 3.23404 0.89696
H -2.31112 3.79572 0.10950
H -2.75132 4.11445 -1.60140
C 2.31056 -3.02441 -0.62543
F 2.85977 0.47997 3.00680
N -0.29148 -0.63570 1.22456
C 3.05787 3.06456 0.13997
H 2.79913 -4.65739 0.72216
C -1.02997 2.86722 -1.33772
H 3.95683 3.60055 0.46305
C -3.62190 0.16574 -2.35831
H 0.65819 0.83877 -3.39551
C 1.93399 -4.08953 0.38098
H -2.93425 0.83596 -2.87328
C 1.96950 -0.51289 2.85360
H 4.28356 1.46447 -0.63762
H -3.49764 -1.35132 -0.80995
C -2.77964 -1.28632 2.27299
H 2.74968 3.54363 -0.79481
F -2.91109 0.01080 1.97928
H -2.73833 0.18979 -0.40818
S -1.07723 -1.94217 1.80675
H 3.57652 1.15167 0.92528
C -2.37404 3.37424 -0.89836
H 3.05077 -2.34390 -0.20620
O -0.43664 0.19513 3.65835
S 0.32641 0.26484 2.46256
H -4.47390 0.72807 -1.97902
O 2.28925 0.85454 -0.64598
C 3.37333 1.59604 -0.04655
O 0.64179 1.55717 1.93269
H -3.09699 2.55994 -0.79644
H -1.04332 2.46125 -2.34897
O -1.28274 -2.88048 0.73801
O -1.60459 -0.97622 -1.60014
F -2.98090 -1.45359 3.57875
H -0.29807 3.68360 -1.34541
F 2.37027 -1.29619 1.86251
H 2.79101 -3.48487 -1.49349
H 1.51599 -3.63246 1.28162
O -0.53049 -2.47253 3.02220
F 1.90160 -1.19678 3.97400
O 0.79825 0.15177 -2.74046
H -3.97191 -0.56566 -3.09124
H -1.68492 -1.64592 -2.28355
F -3.71422 -1.97183 1.60377
V 0.28804 -0.23869 -0.81687
H -0.17471 2.19078 0.33728
H 1.14853 -4.72241 -0.03346
```

As for the charge: 0. Its energy above the lowest of the compared OMol25 structures with the same formula, charge and spin is 0.0 kJ/mol. For the largest force on an atom, the calculation gives 1.97 eV Å⁻¹. The highest occupied orbital energy (spin up / spin down) comes out at -7.28 / -9.25 eV. The orbital gap (spin up / spin down) is 0.275 / 0.348 Eh. As for the expectation value of S²: 3.75. The spin multiplicity is 4.

(4)
The following is a quantum chemistry calculation of a molecular structure, C6H8Br2S, from the Open Molecules 2025 dataset.

Structure (XYZ):
```
17
Properties=species:S:1:pos:R:3
H 0.00102 -0.83687 -1.80230
H 1.98143 2.30416 1.89958
C 0.68507 0.55828 1.56468
H -1.85945 -0.82985 -1.84074
Br -3.46230 0.22340 -0.01941
H 2.89645 0.93780 1.44909
Br -0.64131 -2.91485 0.10998
C -0.75401 -0.82724 0.06922
C -0.86102 -0.43209 -1.44672
C -1.92031 -0.34718 0.90722
S -0.75323 1.34186 2.17572
H -2.11626 -0.89753 1.72916
H 2.21818 1.21737 3.06876
H 1.44311 -0.72169 0.18730
C 0.58653 -0.41252 0.67630
H -0.83337 0.64244 -1.47742
C 1.97550 1.24059 2.00735
```

As for the charge: 0. Its energy above the lowest of the compared OMol25 structures with the same formula, charge and spin is 131.9 kJ/mol. For the largest force on an atom, the calculation gives 4.10 eV Å⁻¹. The highest occupied orbital energy comes out at -8.49 eV. The orbital gap is 0.270 Eh.

(5)
The following is a quantum chemistry calculation of a single C3H4O molecule, from the Open Molecules 2025 dataset.

Structure (XYZ):
```
8
Properties=species:S:1:pos:R:3
C 1.88619 -0.30774 -0.04421
C -0.60435 0.37780 -0.00514
C 0.74164 0.09171 -0.17705
H -0.52864 1.00427 0.89726
H 2.95017 -0.44901 -0.05337
O -1.74472 -0.39419 -0.11905
H -1.10478 0.85441 -0.85253
H -1.59551 -1.17724 0.35410
```

As for the charge: 0. Its energy above the lowest of the compared OMol25 structures with the same formula, charge and spin is 263.1 kJ/mol. For the largest force on an atom, the calculation gives 4.97 eV Å⁻¹. The highest occupied orbital energy comes out at -9.81 eV. Its SMILES is C#CCO. The orbital gap is 0.391 Eh.

(6)
The following is a quantum chemistry calculation of a gas-phase ion, C3H3INOS (charge -1), from the Open Molecules 2025 dataset.

Structure (XYZ):
```
10
Properties=species:S:1:pos:R:3
S 1.97053 2.07018 -0.58534
H -0.27407 0.76312 -1.24534
H 0.54780 -1.80361 0.60830
I -3.11962 -0.37508 0.01846
H -0.23940 -1.71530 -1.08412
N -1.09208 -0.31850 0.56440
C 1.08570 1.12730 0.41807
C -0.11319 -1.09822 -0.10140
C -0.07597 0.36854 -0.18235
O 1.31029 0.98156 1.58933
```

As for the charge: -1. For the largest force on an atom, the calculation gives 4.60 eV Å⁻¹. The highest occupied orbital energy (spin up / spin down) comes out at -3.29 / -3.79 eV. The orbital gap (spin up / spin down) is 0.234 / 0.155 Eh. As for the expectation value of S²: 2.01. The spin multiplicity is 3.